1.
A cluster of 2 separate species, C9H23N4P in total, computed with the ωB97M-V functional and the def2-TZVPD basis.

Computed properties:
LUMO (alpha / beta) = -0.469 / -0.320 eV
HOMO-LUMO gap (alpha / beta) = 8.09 / 6.87 eV
Energy = -24949.3319 eV
Total charge = 0
Relative energy (zero: lowest compared OMol25 entry of this formula, charge and spin) = 209.0 kJ/mol

Element x y z (Å)
C (-3.707, -0.629, -1.516)
H (-1.701, 1.945, 1.572)
N (2.057, -0.832, 0.223)
C (-2.329, 0.027, -1.570)
H (0.243, 2.000, 2.956)
N (1.289, -0.398, -0.670)
H (3.931, -3.125, 1.493)
H (1.501, 3.930, 0.820)
H (2.238, -3.474, 1.762)
N (-1.567, -0.167, -0.287)
H (-0.669, 0.594, -2.987)
H (2.880, -1.970, 2.140)
H (-4.269, -0.120, -2.495)
H (3.614, -2.001, -0.730)
H (-4.191, -0.245, -0.661)
H (-1.279, -1.120, -0.429)
C (1.426, 3.689, 1.969)
H (-0.946, 2.967, 0.491)
P (0.710, 1.159, -0.518)
H (-1.097, -1.268, -2.715)
H (-2.231, -0.338, -3.768)
C (1.623, -2.879, -0.796)
N (1.030, 1.414, 1.098)
H (0.783, 4.428, 2.434)
C (2.663, -2.126, -0.016)
H (1.490, -2.477, -1.837)
C (-1.501, -0.253, -2.825)
H (0.712, -2.958, -0.325)
H (2.012, -3.911, -1.033)
H (-3.632, -1.729, -1.787)
C (-0.935, 2.730, 1.501)
H (-2.420, 1.230, -1.642)
C (2.966, -2.681, 1.395)
H (-1.397, 3.628, 1.791)
H (2.298, 3.301, 2.485)
C (0.507, 2.475, 1.966)
H (1.955, 0.996, 1.274)

These are the Löwdin partial charges, in e, on atoms 1 to 2:
1. C -0.094
2. H 0.080

=====

2.
A cluster of 3 separate species, C9H23N5O in total, computed with the ωB97M-V functional and the def2-TZVPD basis.

Computed properties:
LUMO = -5.283 eV
HOMO-LUMO gap = 8.03 eV
Energy = -19186.2907 eV
Total charge = +2
Relative energy (zero: lowest compared OMol25 entry of this formula, charge and spin) = 148.9 kJ/mol

Element x y z (Å)
H (5.153, 0.236, -1.409)
H (-0.689, 2.348, 1.578)
H (5.537, 0.872, 0.273)
H (2.390, -1.267, 1.650)
H (-6.667, 2.406, -0.842)
H (-5.615, 1.016, -0.249)
H (5.477, 1.992, -0.956)
H (0.813, -1.041, -1.503)
H (3.175, 0.228, 2.150)
H (-7.286, 0.820, -1.092)
C (3.306, -1.194, -1.034)
H (3.362, 1.604, -1.540)
H (-1.053, 0.206, -0.351)
H (-2.279, 1.232, 0.159)
N (-4.474, 0.183, -0.187)
H (4.280, -1.042, -1.294)
O (-3.398, -1.934, -0.164)
N (0.437, -0.346, -0.896)
C (1.330, 0.245, -0.178)
C (-3.568, -3.052, 0.733)
H (-4.203, -3.907, 0.341)
H (2.724, -1.185, -1.979)
N (5.020, 1.037, -0.668)
H (3.132, -2.132, -0.562)
C (3.165, -0.533, 1.344)
H (1.527, 1.783, 1.425)
N (-6.718, 1.439, -0.500)
H (3.412, 2.117, -0.018)
H (4.090, -1.125, 1.278)
H (-4.216, -2.805, 1.555)
N (-1.472, 0.719, 0.422)
C (-3.968, -0.845, -0.073)
C (2.953, -0.039, -0.059)
H (-7.051, 1.442, 0.449)
C (3.613, 1.234, -0.564)
C (-0.489, 1.457, 0.997)
C (0.861, 1.244, 0.784)
H (-2.613, -3.413, 0.980)

These are the Löwdin partial charges, in e, on atoms 1 to 2:
1. H 0.198
2. H 0.120

=====

3.
The molecule C9H23NSi, computed with the ωB97M-V functional and the def2-TZVPD basis.

Computed properties:
LUMO = 0.968 eV
HOMO-LUMO gap = 10.24 eV
Energy = -19073.2134 eV
Structure (SMILES) = CC[Si](CC)(CC)CCCN
Total charge = 0
Relative energy (zero: lowest compared OMol25 entry of this formula, charge and spin) = 93.1 kJ/mol

Element x y z (Å)
H (-1.714, -1.480, 3.037)
H (1.391, 3.392, -0.335)
H (-1.114, -2.988, 2.397)
C (-0.976, 1.209, -0.837)
C (-1.439, -1.566, 0.847)
H (-1.521, -2.418, 0.138)
H (0.521, -1.592, -2.360)
C (-1.426, 1.991, 0.433)
C (-1.784, -2.152, 2.180)
H (-3.299, -3.415, 2.801)
H (2.694, -0.575, -3.496)
C (2.253, 2.685, -0.387)
H (2.776, -1.523, -2.145)
H (-3.837, -1.999, 2.319)
H (-2.064, -0.747, 0.434)
C (0.862, -0.521, -2.284)
H (2.625, 2.602, -1.402)
H (-1.468, 1.315, 1.270)
H (3.128, 3.084, 0.033)
H (0.245, -0.698, 1.762)
H (-1.716, 0.473, -1.121)
Si (0.543, 0.163, -0.578)
H (2.729, 0.728, 0.178)
H (-2.419, 2.403, 0.250)
C (-0.018, -1.076, 0.731)
H (0.315, 0.076, -3.081)
N (-3.126, -2.729, 2.111)
H (-0.868, 1.881, -1.690)
H (0.739, -1.919, 0.871)
C (1.869, 1.367, 0.265)
C (2.353, -0.565, -2.444)
H (2.942, 0.194, -1.905)
H (1.671, 1.538, 1.335)
H (-0.868, 2.861, 0.669)

These are the Löwdin partial charges, in e, on atoms 1 to 2:
1. H 0.109
2. H 0.077

=====

4.
A structure of composition C9H24CeN4S3, computed with the ωB97M-V functional and the def2-TZVPD basis.

Computed properties:
LUMO (alpha / beta) = -10.278 / -10.145 eV
Expectation value of S² = 0.751
HOMO-LUMO gap (alpha / beta) = 9.07 / 9.19 eV
Energy = -61090.9042 eV
Total charge = +3
Multiplicity = 2

Element x y z (Å)
C (4.556, 0.188, -1.534)
N (2.215, 0.048, 2.080)
H (2.892, 0.791, 1.912)
C (-1.026, 1.133, -3.025)
H (0.543, 0.050, 5.544)
S (-0.509, -2.560, -0.467)
H (-2.772, -3.417, -0.732)
H (-0.831, 1.096, -4.105)
H (4.565, 1.101, -2.157)
H (-2.022, -1.195, -2.800)
H (-2.102, 0.997, -2.868)
N (1.618, 0.297, 3.369)
Ce (0.683, 0.035, 0.016)
C (-2.357, -2.458, -0.377)
C (4.515, 0.235, -0.188)
C (-2.489, 2.368, -0.587)
H (0.635, -0.008, -2.732)
H (-0.735, -1.315, -4.006)
C (0.263, 0.085, 3.502)
C (-0.571, 2.465, -2.482)
N (-0.329, -0.029, -2.368)
H (-1.051, -3.395, -2.657)
H (0.620, -2.771, -2.524)
S (-0.650, 2.512, -0.649)
H (2.823, -0.787, 2.173)
H (-1.232, 3.256, -2.875)
H (-2.731, 2.294, 0.481)
H (4.515, 1.198, 0.354)
H (-2.769, -1.628, -0.976)
H (-1.102, -0.247, 4.965)
H (-2.922, 3.288, -1.012)
S (-0.895, 0.063, 2.238)
N (-0.124, -0.063, 4.783)
C (-0.940, -1.277, -2.930)
C (-0.433, -2.553, -2.303)
H (2.165, -0.169, 4.114)
H (-2.885, 1.492, -1.126)
H (0.473, 2.716, -2.725)
H (-2.589, -2.313, 0.685)
H (4.644, -0.766, -2.085)
H (4.604, -0.685, 0.417)

These are the Löwdin partial charges, in e, on atoms 1 to 2:
1. C -0.021
2. N -0.073

=====

5.
A structure of composition C9H24ClI2LuN2P2S, computed with the ωB97M-V functional and the def2-TZVPD basis.

Computed properties:
LUMO = -9.720 eV
HOMO-LUMO gap = 5.65 eV
Energy = -104449.1664 eV
Total charge = +2
Relative energy (zero: lowest compared OMol25 entry of this formula, charge and spin) = 0.0 kJ/mol

Element x y z (Å)
C (3.567, 2.575, -0.347)
H (3.942, 0.151, -3.114)
H (1.212, -3.732, 3.821)
H (4.069, -1.216, -0.302)
H (-3.384, 3.331, -1.169)
I (-0.007, -0.809, -3.322)
C (0.790, -2.838, 3.375)
H (5.116, 0.122, 0.265)
H (4.622, 2.605, -0.099)
I (-0.008, 2.025, -4.105)
H (-1.095, -1.869, 3.849)
H (1.222, -1.954, 3.854)
H (-1.193, -3.629, 3.896)
N (-1.101, -2.849, 1.976)
C (-0.731, -2.788, 3.399)
H (-5.152, 0.122, 0.183)
C (-3.580, 2.600, -0.374)
H (2.979, 2.874, 0.525)
S (-0.015, -2.188, -0.469)
H (2.010, -2.604, 1.602)
H (-3.000, 2.896, 0.504)
H (-3.942, 0.151, -3.129)
H (3.385, 3.308, -1.142)
H (-4.637, 2.637, -0.138)
C (-4.096, -0.187, 0.136)
H (3.745, 1.955, -3.017)
H (5.171, 1.153, -2.223)
P (-3.088, 0.980, -0.951)
Lu (-0.005, 0.472, -0.882)
P (3.077, 0.959, -0.933)
H (-4.033, -1.202, -0.286)
C (4.093, 1.049, -2.475)
C (-0.007, -2.698, 1.189)
H (-2.000, -2.529, 1.668)
Cl (-0.005, 0.434, 1.653)
H (-5.179, 1.151, -2.246)
H (-3.648, -0.145, 1.137)
H (3.585, -0.225, 1.135)
C (-4.100, 1.055, -2.499)
C (4.075, -0.213, 0.157)
H (-3.760, 1.961, -3.048)
N (1.103, -2.892, 1.944)

These are the Löwdin partial charges, in e, on atoms 1 to 2:
1. C -0.305
2. H 0.049

=====

> The highest energy belongs to which entry?

C9H23NSi